Molecular formula: C14H42O14
Method: DFT, ωB97M-V/def2-TZVPD

The value obtained for the orbital gap is 10.0 eV. The SMILES is OCCO.OCCO.OCCO.OCCO.OCCO.OCCO.OCCO. The HOMO energy comes out at -9.9 eV. As for the LUMO energy: 0.05 eV.

Geometry as XYZ:
```
70
Properties=species:S:1:pos:R:3:forces:R:3
C 5.9798 -1.0664 -5.0402 0.360 0.192 0.315
C 5.1315 -0.5243 -3.9040 -0.345 0.461 -1.868
O 5.7953 -0.1301 -2.7475 0.084 -1.076 0.923
O 6.7102 -0.0007 -5.6250 -0.127 -0.242 -0.374
H 5.3150 -1.5812 -5.7339 -0.299 0.284 -0.419
H 6.7200 -1.8242 -4.7832 -0.167 -0.250 0.824
H 4.3470 -1.2695 -3.7722 -0.170 -0.006 0.589
H 4.6608 0.3971 -4.2467 -0.264 -0.140 -0.595
H 5.5309 -0.8486 -2.1683 0.634 0.283 0.856
H 7.3526 -0.4606 -6.1702 0.285 0.492 -0.247
C -6.6226 0.9869 -5.7864 -0.485 -0.169 0.899
C -8.1567 1.1820 -5.7978 -0.453 -0.105 0.772
O -8.8946 -0.0012 -5.4510 0.562 -0.551 -0.207
O -6.1129 0.5954 -4.5215 -0.380 -0.555 0.554
H -6.0829 1.9296 -5.8770 -0.376 0.069 -1.201
H -6.3387 0.1718 -6.4520 0.015 0.565 -0.802
H -8.5535 1.5058 -6.7599 0.456 0.276 -0.193
H -8.4711 1.8792 -5.0211 0.584 0.692 -0.240
H -9.5348 0.2404 -4.7777 0.116 -0.127 -0.045
H -6.2459 -0.3548 -4.4883 -0.035 -0.092 0.472
C -3.9143 6.2242 -2.7228 -0.414 -0.099 1.905
C -5.1581 5.7761 -1.8933 -0.292 1.044 1.598
O -4.7753 5.5913 -0.4954 0.631 -0.867 -1.019
O -3.0052 5.1753 -2.9633 -0.118 -1.204 -1.469
H -3.2738 6.8110 -2.0644 -0.934 1.266 0.111
H -4.1785 6.7725 -3.6271 0.194 -0.403 -0.113
H -5.7571 4.9317 -2.2345 0.666 -0.453 -0.462
H -5.9330 6.4981 -1.6357 0.157 0.874 -1.349
H -4.0595 4.9545 -0.5561 0.133 -0.261 0.756
H -2.9051 4.6147 -2.1905 -0.007 0.074 0.048
C 7.2868 -5.4371 6.5271 0.660 0.452 0.854
C 7.0646 -4.3151 5.5150 0.348 0.796 1.019
O 5.7577 -4.2873 4.9442 0.311 -0.119 0.351
O 7.3495 -6.7245 6.0352 -0.395 -1.137 -1.074
H 6.5714 -5.3866 7.3479 -0.818 0.315 -0.260
H 8.2007 -5.3736 7.1179 0.509 0.797 -0.500
H 7.8328 -4.0944 4.7739 0.174 -1.049 -0.370
H 7.2151 -3.4272 6.1290 -0.753 0.365 0.163
H 5.7242 -4.9085 4.2131 0.073 0.000 -0.106
H 6.5252 -6.8675 5.5645 -0.109 -0.417 -0.077
C 3.7590 4.5953 2.8010 0.610 0.818 -2.534
C 3.0748 5.7329 1.9850 1.149 0.499 -0.521
O 4.0669 6.4982 1.1486 -0.949 -1.166 1.672
O 2.7815 3.9227 3.5064 -1.157 -0.119 0.916
H 4.5712 5.0416 3.3748 -0.060 -0.072 0.372
H 4.1820 3.9272 2.0508 0.467 -0.107 -0.011
H 2.6048 6.3741 2.7307 -0.105 0.363 -0.279
H 2.3364 5.3605 1.2749 -0.147 -0.316 0.397
H 3.6128 6.7407 0.3382 -0.043 -0.029 0.042
H 3.1349 3.1860 4.0103 0.226 0.109 -0.063
C -4.9657 -6.0881 3.5636 2.189 2.391 -2.082
C -3.4842 -5.6928 3.5117 0.877 1.082 1.670
O -2.8921 -5.9791 2.2848 -0.465 -0.917 -2.098
O -5.0708 -7.3288 3.0011 -1.831 -2.183 0.700
H -5.3908 -5.3283 2.9077 -0.496 0.060 -0.648
H -5.4800 -5.8011 4.4807 0.322 -1.332 0.575
H -2.8449 -6.2014 4.2333 -0.431 -0.021 0.765
H -3.3718 -4.6135 3.6145 -0.321 0.211 0.765
H -1.9718 -5.7077 2.2549 -0.132 0.029 0.271
H -4.3527 -7.5827 2.4169 0.293 0.688 0.079
C 0.1299 -0.3826 0.1255 -0.361 -0.261 1.368
C -1.1542 0.3132 0.5980 -0.521 -0.627 -1.219
O -1.0188 1.6869 0.5229 -0.079 1.823 0.287
O 0.8339 -1.0611 1.1729 -0.154 -0.187 -0.122
H 0.8222 0.3859 -0.2182 -0.410 -0.024 -0.848
H -0.2035 -1.1044 -0.6202 0.754 -0.121 -0.087
H -1.6443 -0.0306 1.5089 0.693 -0.219 0.454
H -1.9121 0.0989 -0.1554 -0.097 -0.065 -0.201
H -0.5787 2.0560 1.2921 0.038 -0.101 0.139
H 1.3285 -0.3722 1.6227 0.131 -0.183 0.223
```
Forces are in eV/Å.

Molecular formula: C4H10N3
Method: DFT, ωB97M-V/def2-TZVPD

The value obtained for the orbital gap is 9.9 eV. Its charge is +1. The HOMO energy comes out at -13.9 eV. As for the LUMO energy: -3.98 eV.

Geometry as XYZ:
```
17
Properties=species:S:1:pos:R:3:forces:R:3
C -2.8860 0.7177 -0.3443 -0.647 -3.019 -2.889
C 1.4341 1.4341 -0.0215 0.432 -0.862 -0.194
C -0.7234 0.5493 0.3573 -2.459 1.338 4.278
C 1.0756 -1.2430 -0.5273 -0.701 0.028 0.457
N -1.8212 0.0231 -0.3754 -0.158 -0.459 -1.211
N 1.5537 -1.9412 0.5431 2.231 1.682 -2.017
N 0.6032 0.4798 0.0066 2.753 -1.865 -3.157
H -3.7698 0.3196 -0.9683 1.318 0.583 1.336
H -2.9783 1.6690 0.0586 -0.068 1.842 1.136
H 2.4498 1.1868 -0.3678 -0.390 0.273 0.323
H 1.2143 2.4487 0.2932 -0.265 0.033 -0.027
H -0.9238 1.6408 0.4682 0.032 -0.469 1.015
H -0.7310 -0.1046 1.3333 -0.238 1.635 -1.065
H 1.8579 -1.0070 -1.3472 -1.732 -0.332 1.373
H 0.0113 -1.5543 -0.7550 1.465 0.619 -0.475
H 2.5629 -2.0277 0.5650 -0.286 -0.067 0.405
H 1.0708 -2.5909 1.0816 -1.288 -0.959 0.710
```
Forces are in eV/Å.

Molecular formula: C23H40FN3O7S2
Method: DFT, ωB97M-V/def2-TZVPD

The value obtained for the orbital gap (alpha / beta) is 9.1 / 9.6 eV. As for the spin multiplicity: 3. The HOMO energy (alpha / beta) comes out at -8.7 / -9.4 eV. As for the LUMO energy (alpha / beta): 0.45 / 0.14 eV.

Geometry as XYZ:
```
76
Properties=species:S:1:pos:R:3:forces:R:3
O 2.7956 0.9344 1.4799 0.064 0.747 0.502
S 2.1084 1.7222 0.5020 -0.378 -2.272 -1.797
O 3.2661 2.0014 -0.6901 -0.848 1.546 1.466
C 4.0152 3.1534 -0.3760 0.775 0.169 -0.291
C 4.9252 3.1582 0.6691 -0.660 -0.689 -0.394
C 5.5828 4.3418 0.9267 0.775 -0.131 1.147
N 5.4360 5.4790 0.2629 -0.132 -0.387 -0.155
C 4.5839 5.4102 -0.7489 -0.352 1.085 -0.813
C 3.8483 4.3050 -1.1192 -0.339 -0.848 -0.161
O 1.7995 3.3233 1.0655 0.337 -1.170 0.972
S 0.7833 3.4618 2.3108 -0.487 3.496 -0.055
O -0.4927 3.7936 1.8141 -0.540 -1.416 -0.558
O 1.3434 4.4333 3.1661 1.016 -0.638 0.601
F 0.7570 2.1006 3.0434 0.255 -0.071 -0.668
H 5.0468 2.2496 1.2495 0.240 0.268 0.070
H 6.2768 4.3497 1.7695 -0.080 0.142 -0.208
H 4.4348 6.3217 -1.3313 0.153 -0.104 0.195
H 3.1572 4.2892 -1.9566 0.103 0.261 0.111
C -3.3005 -2.0201 4.4980 0.116 -0.043 0.314
C -2.6209 -2.3573 3.1522 -1.716 0.150 1.143
C -2.4125 -3.8718 3.0488 0.545 -0.263 -0.055
C -1.2792 -4.3884 3.9347 -0.023 0.072 -0.038
C 0.0088 -3.6103 3.6737 -0.385 -0.383 -0.297
C -0.1670 -2.0937 3.7874 0.888 0.439 1.841
N -1.3439 -1.5972 3.0147 0.714 -1.815 -1.947
O -1.0192 -1.5678 1.7530 -0.136 0.780 0.184
C -0.2984 -1.6981 5.2727 -0.272 -0.102 0.230
C 1.1246 -1.4122 3.3363 -0.020 0.120 -0.682
C -3.6441 -1.9279 2.0976 0.358 0.204 -0.555
H -3.2139 -0.9567 4.7266 0.062 -0.018 -0.021
H -4.3648 -2.2544 4.4606 0.036 -0.030 -0.176
H -2.9084 -2.5888 5.3387 0.089 0.074 -0.008
H -2.1915 -4.1424 2.0108 0.027 0.160 -0.026
H -3.3398 -4.3883 3.3077 -0.091 0.186 -0.001
H -1.5578 -4.3282 4.9902 -0.001 0.040 -0.007
H -1.1119 -5.4475 3.7261 -0.009 0.010 0.030
H 0.7817 -3.9441 4.3700 0.041 0.203 0.030
H 0.3702 -3.8648 2.6718 -0.041 0.155 -0.048
H -0.5730 -0.6467 5.3746 -0.034 -0.021 -0.053
H 0.6525 -1.8376 5.7883 0.066 -0.009 -0.168
H -1.0190 -2.2959 5.8256 -0.072 0.055 -0.057
H 1.4144 -1.6888 2.3234 -0.171 0.078 -0.042
H 1.9556 -1.6989 3.9815 -0.178 -0.095 0.163
H 1.0344 -0.3277 3.3812 -0.035 -0.006 -0.027
H -3.8134 -0.8498 2.1300 0.047 -0.010 -0.003
H -4.5985 -2.4223 2.2794 0.083 -0.051 0.199
H -3.3395 -2.1976 1.0869 0.142 0.106 0.043
C 0.1594 1.2344 -5.7695 -0.188 -0.175 -0.210
C 0.3872 1.0400 -4.2541 0.692 0.536 -1.848
C 1.0524 -0.3172 -4.0050 -0.219 -0.423 0.338
C 0.0995 -1.4985 -4.1749 -0.027 0.065 0.005
C -1.1553 -1.3074 -3.3261 0.601 -0.072 0.099
C -1.8527 0.0344 -3.5687 -1.674 -0.523 -1.138
N -0.9030 1.1861 -3.5158 1.203 -1.346 2.040
O -0.6355 1.4290 -2.2654 -0.277 0.711 -0.187
C -2.5795 0.0043 -4.9291 0.170 -0.037 -0.330
C -2.9827 0.1911 -2.5476 0.276 0.364 0.535
C 1.3755 2.1470 -3.8793 -0.156 0.210 0.645
H -0.5470 2.0439 -5.9602 -0.032 -0.038 0.050
H 1.0925 1.4990 -6.2680 0.063 0.007 0.169
H -0.1948 0.3386 -6.2752 -0.102 0.027 0.050
H 1.4606 -0.3454 -2.9887 -0.089 0.130 0.028
H 1.9039 -0.4379 -4.6790 -0.022 0.201 -0.047
H -0.1647 -1.6317 -5.2276 -0.012 0.038 0.002
H 0.6062 -2.4174 -3.8717 -0.012 0.003 -0.028
H -1.8531 -2.1247 -3.5227 -0.149 0.147 -0.011
H -0.8763 -1.3916 -2.2705 -0.037 0.163 0.016
H -2.9579 0.9935 -5.1922 0.057 0.012 0.030
H -3.4348 -0.6710 -4.8877 0.026 0.011 0.177
H -1.9638 -0.3569 -5.7495 0.048 0.090 0.010
H -2.6285 0.1195 -1.5198 0.094 0.127 -0.051
H -3.7199 -0.6007 -2.6825 0.099 -0.039 -0.191
H -3.4931 1.1483 -2.6703 0.048 0.006 0.003
H 0.9350 3.1349 -4.0318 -0.036 -0.031 0.014
H 2.2681 2.0784 -4.5016 -0.114 -0.138 -0.122
H 1.7097 2.0750 -2.8453 -0.164 0.000 0.023
```
Forces are in eV/Å.

Molecular formula: C4H14IO4
Method: DFT, ωB97M-V/def2-TZVPD

The value obtained for the orbital gap is 7.3 eV. Its charge is -1. The HOMO energy comes out at -3.9 eV. As for the LUMO energy: 3.39 eV.

Geometry as XYZ:
```
23
Properties=species:S:1:pos:R:3:forces:R:3
I -29.6308 5.6074 10.9783 8.160 -3.527 4.417
C -29.5874 3.6316 8.5222 -1.304 0.040 -0.616
O -30.5087 4.7421 8.7682 -2.570 -6.344 -4.288
H -30.0220 3.0258 7.7272 -0.124 -0.076 -0.029
H -28.5861 3.8939 8.1804 -0.069 0.724 -0.136
H -29.3800 2.9638 9.3583 -0.577 0.139 0.524
H -30.3348 4.9807 9.6816 -2.415 -1.720 -1.926
C -27.9450 6.9685 8.5144 0.476 -1.236 -0.129
O -29.0736 6.0966 8.4145 3.083 5.054 -3.994
H -27.7017 7.5792 7.6450 -0.770 -0.053 -0.393
H -27.9524 7.6363 9.3759 -0.157 -0.052 0.287
H -27.1120 6.2687 8.5811 0.812 0.337 0.407
H -29.1502 5.7015 9.2860 1.459 0.572 -1.455
C -32.0828 6.8695 10.7670 -0.022 0.264 1.092
C -32.0040 7.0342 12.3363 1.052 -0.467 -0.316
O -30.6649 6.9346 12.8149 -3.558 3.757 3.993
O -33.2134 7.5841 10.4232 -2.082 1.192 -0.637
H -32.1502 5.8388 10.4189 -0.362 -0.023 0.228
H -31.1976 7.2669 10.2705 -0.369 0.511 0.170
H -32.6582 6.3461 12.8716 -0.076 -0.827 -0.287
H -32.4600 7.9726 12.6520 0.475 0.553 -0.538
H -30.1925 6.3224 12.2461 -1.140 1.354 3.634
H -33.2360 7.7441 9.4769 0.080 -0.172 -0.011
```
Forces are in eV/Å.

Molecular formula: C2HCl3FN
Method: DFT, ωB97M-V/def2-TZVPD

The value obtained for the orbital gap (alpha / beta) is 8.1 / 8.0 eV. The HOMO energy (alpha / beta) comes out at -8.5 / -8.7 eV. As for the LUMO energy (alpha / beta): -0.40 / -0.69 eV.

Geometry as XYZ:
```
8
Properties=species:S:1:pos:R:3:forces:R:3
C 1.1489 -0.3566 0.2318 -1.422 0.525 -1.607
C -1.1979 0.7658 0.0239 1.388 0.136 -0.067
N 1.1558 -1.3533 -0.4570 -1.968 3.440 1.817
F 2.0397 0.5126 0.6987 0.227 -0.570 0.150
Cl -1.7915 -0.1333 -1.2753 -0.109 -0.177 -0.775
Cl -1.7576 0.2368 1.5127 -0.573 -0.427 1.457
Cl -1.2142 2.4887 -0.1294 0.207 -0.103 -0.266
H 1.6169 -2.1607 -0.6054 2.250 -2.823 -0.708
```
Forces are in eV/Å.

Molecular formula: C4HF3
Method: DFT, ωB97M-V/def2-TZVPD

The value obtained for the orbital gap (alpha / beta) is 9.9 / 7.4 eV. As for the spin multiplicity: 3. The HOMO energy (alpha / beta) comes out at -9.2 / -11.1 eV. As for the LUMO energy (alpha / beta): 0.70 / -3.79 eV.

Geometry as XYZ:
```
8
Properties=species:S:1:pos:R:3:forces:R:3
C 2.6790 0.2373 0.4449 1.849 -0.203 0.969
C 1.4937 0.6784 0.2217 -0.268 -0.121 -0.873
C 0.2887 0.6307 -0.3011 -4.446 -0.364 0.101
C -0.8592 -0.3828 0.1411 3.658 -1.780 -0.518
F -0.1969 -1.5535 0.5927 -1.007 1.600 0.010
F -1.7815 -0.0588 0.9942 -0.013 0.774 1.055
F -1.4754 -0.7487 -0.9553 -0.662 -0.141 -1.232
H -0.1484 1.1974 -1.1382 0.888 0.235 0.488
```
Forces are in eV/Å.